The following is a quantum chemistry calculation of the molecule N2, from the Open Molecules 2025 dataset.

Properties
Orbital gap (Eh): 0.38654
Highest occupied orbital energy (eV): -12.5
LUMO (eV): -2.03
Structure (SMILES): N#N
Energy above the lowest of the compared OMol25 structures with the same formula, charge and spin (eV): 7.145
Total charge: 0

Each line ends with the natural charge from an NBO analysis.
Cartesian coordinates (Å):
N  -0.75  0.19  0.12  0.00
N  0.75  -0.19  -0.12  0.00

---

The following is a quantum chemistry calculation of a structure of composition C11H13IN2O6SYb, from the Open Molecules 2025 dataset.

Properties
Orbital gap (Eh): 0.14613
Highest occupied orbital energy (eV): -14.2
LUMO (eV): -10.25
Total charge: +2

Each line ends with the Löwdin charge.
Cartesian coordinates (Å):
C  1.67  -2.26  0.29  -0.14
C  1.91  -0.97  -0.68  -0.29
C  2.62  0.20  0.23  -0.61
I  4.45  0.82  -0.81  0.92
C  1.63  1.43  0.67  -0.35
N  2.03  2.77  0.02  0.09
C  1.42  2.92  -1.20  -0.56
S  0.90  3.19  -2.81  0.70
O  2.08  1.68  2.07  0.00
C  1.26  0.97  3.11  -0.16
O  1.53  0.81  4.41  0.10
O  0.08  0.49  2.32  0.01
C  0.05  1.16  1.01  -0.33
N  -0.52  2.54  1.39  0.19
C  -1.52  2.90  0.50  -0.02
O  -2.45  3.40  -0.31  0.07
O  -0.87  0.70  -0.04  -0.08
C  -1.63  -0.50  0.36  -0.16
C  -2.38  -1.18  -0.97  -0.36
C  -2.16  -0.32  -2.35  0.02
O  -3.80  -1.39  -0.61  -0.03
H  1.05  -2.05  1.26  0.06
H  1.20  -3.21  -0.28  0.08
H  2.75  -2.63  0.64  0.12
H  0.99  -0.62  -1.31  0.09
H  2.74  -1.30  -1.48  0.09
H  2.96  -0.32  1.24  0.12
H  -2.52  -0.19  1.09  0.19
H  -0.97  -1.36  0.81  0.07
H  -1.86  -2.24  -1.16  0.13
H  -2.48  -1.04  -3.25  0.14
H  -2.86  0.62  -2.42  0.14
H  -1.02  -0.07  -2.54  0.12
H  -3.79  -2.14  0.10  -0.01
Yb  -2.50  -2.79  0.71  1.67

---

The following is a quantum chemistry calculation of a structure of composition C3H2N2S2, from the Open Molecules 2025 dataset.

Properties
Orbital gap (Eh): 0.30314
Highest occupied orbital energy (eV): -8.7
LUMO (eV): -0.41
Energy above the lowest of the compared OMol25 structures with the same formula, charge and spin (eV): 1.153
Total charge: 0

Each line ends with the natural charge from an NBO analysis.
Cartesian coordinates (Å):
C  -1.24  -0.65  0.00  -0.07
C  -0.92  0.68  0.02  -0.14
C  0.81  -0.65  0.06  0.21
N  -0.17  -1.48  -0.03  -0.46
N  0.44  0.62  0.07  -0.48
S  2.61  -0.58  0.01  0.16
S  1.99  1.40  -0.01  0.34
H  -2.21  -1.00  -0.06  0.21
H  -1.32  1.66  -0.07  0.23

---

The following is a quantum chemistry calculation of the molecule C4H8N2, from the Open Molecules 2025 dataset.

Properties
Orbital gap (Eh): 0.40789
Highest occupied orbital energy (eV): -10.3
LUMO (eV): 0.77
Structure (SMILES): CC(C)(N)C#N
Energy above the lowest of the compared OMol25 structures with the same formula, charge and spin (eV): 1.343
Total charge: 0

Each line ends with the natural charge from an NBO analysis.
Cartesian coordinates (Å):
C  0.73  -1.27  0.21  -0.66
C  0.05  0.08  0.03  0.25
C  -0.01  0.64  -1.39  -0.65
N  0.55  1.05  0.92  -0.81
C  -1.64  -0.31  0.67  0.14
N  -2.67  -0.35  1.21  -0.41
H  0.09  -1.62  1.01  0.24
H  1.79  -1.21  0.47  0.23
H  0.65  -1.91  -0.68  0.23
H  0.92  1.16  -1.66  0.24
H  -0.83  1.35  -1.43  0.23
H  -0.17  -0.14  -2.14  0.23
H  -0.06  1.85  0.92  0.37
H  0.60  0.69  1.87  0.37

---

The following is a quantum chemistry calculation of a cluster of 3 separate species, C5H14NO2 in total, from the Open Molecules 2025 dataset.

Properties
Orbital gap (Eh): 0.34837
Highest occupied orbital energy (eV): -14.5
LUMO (eV): -4.99
Energy above the lowest of the compared OMol25 structures with the same formula, charge and spin (eV): 3.256
Total charge: +1

Each line ends with the natural charge from an NBO analysis.
Cartesian coordinates (Å):
C  1.04  2.07  1.79  -0.59
C  0.49  2.32  0.37  -0.47
C  0.56  1.18  -0.58  -0.06
C  -0.52  0.42  -0.78  -0.13
N  -0.43  -0.71  -1.68  -0.39
C  -1.33  -1.16  -2.45  0.14
H  2.12  1.93  1.66  0.22
H  0.77  1.09  2.18  0.21
H  0.74  2.94  2.34  0.24
H  0.92  3.23  -0.06  0.24
H  -0.52  2.75  0.39  0.22
H  1.45  0.96  -1.15  0.22
H  -1.39  0.37  -0.15  0.24
H  0.37  -1.33  -1.54  0.43
H  -2.28  -0.66  -2.52  0.22
H  -1.24  -2.17  -2.85  0.23
H  1.03  -1.78  0.97  0.44
H  1.65  -3.11  0.94  0.47
O  1.74  -2.27  1.41  -0.90
H  -2.44  -2.22  0.51  0.49
H  -1.18  -1.77  1.01  0.48
O  -1.54  -2.09  0.17  -0.97

---

The following is a quantum chemistry calculation of a structure of composition C29H32F3GeN4PmS4, from the Open Molecules 2025 dataset.

Properties
Orbital gap (spin up / spin down) (Eh): 0.18189 / 0.17964
Highest occupied orbital energy (spin up / spin down) (eV): -7.0 / -6.9
Expectation value of S²: 6.01
Spin multiplicity: 5
LUMO (spin up / spin down) (eV): -2.02 / -2.02
Total charge: 0

Each line ends with the Mulliken spin population.
Cartesian coordinates (Å):
Pm  0.56  0.96  0.68  4.06
S  3.10  0.26  1.86  0.00
C  3.38  -1.26  1.06  0.00
N  4.60  -1.54  0.56  0.00
C  4.78  -2.75  -0.24  0.00
C  4.03  -3.89  0.39  0.00
N  2.64  -3.51  0.56  0.00
C  1.67  -4.59  0.47  0.00
C  1.82  -5.59  1.59  0.00
C  1.41  -5.28  2.88  0.00
C  1.58  -6.20  3.91  0.00
C  2.16  -7.44  3.65  0.00
C  2.57  -7.75  2.36  0.00
C  2.40  -6.83  1.34  0.00
C  2.33  -2.27  0.99  0.00
S  0.75  -1.89  1.51  0.00
C  5.71  -0.60  0.54  0.00
C  6.07  -0.18  -0.87  0.00
C  5.08  -0.01  -1.84  0.00
C  5.42  0.39  -3.12  0.00
C  6.74  0.65  -3.44  0.00
C  7.73  0.48  -2.49  0.00
C  7.40  0.06  -1.21  0.00
H  5.84  -2.97  -0.29  0.00
H  4.41  -2.58  -1.26  0.00
H  4.47  -4.17  1.35  0.00
H  4.06  -4.76  -0.26  0.00
H  1.82  -5.08  -0.50  0.00
H  0.68  -4.14  0.47  0.00
H  0.96  -4.32  3.07  0.00
H  1.26  -5.95  4.91  0.00
H  2.28  -8.15  4.45  0.00
H  3.02  -8.72  2.16  0.00
H  2.71  -7.08  0.33  0.00
H  6.57  -1.08  1.01  0.00
H  5.43  0.26  1.14  0.00
H  4.05  -0.22  -1.59  0.00
H  4.64  0.50  -3.86  0.00
H  7.00  0.96  -4.45  0.00
H  8.77  0.67  -2.74  0.00
H  8.17  -0.08  -0.46  0.00
F  -3.72  3.16  3.45  0.00
C  -3.70  1.93  4.00  0.00
F  -4.24  2.05  5.23  0.00
F  -4.53  1.15  3.29  0.00
C  -2.31  1.36  4.07  0.00
C  -1.77  1.01  5.29  0.00
C  -0.48  0.49  5.37  0.00
C  0.23  0.35  4.20  0.00
N  -0.30  0.69  3.02  -0.01
C  -1.54  1.17  2.91  0.00
S  -2.09  1.49  1.27  -0.01
H  -2.36  1.15  6.19  0.00
H  -0.05  0.20  6.31  0.00
H  1.23  -0.05  4.16  0.00
S  1.79  -2.28  -2.96  0.00
C  1.34  -1.06  -2.01  0.00
N  1.00  -0.17  -1.31  -0.01
C  -0.14  3.30  -1.39  0.00
Ge  1.48  3.84  -0.42  0.00
C  2.99  2.86  -1.15  0.00
C  1.69  5.77  -0.57  0.00
C  1.27  3.27  1.45  -0.04
H  -0.10  3.75  -2.38  0.00
H  -1.04  3.64  -0.88  0.00
H  -0.24  2.22  -1.58  0.00
H  3.54  3.49  -1.86  0.00
H  2.66  1.97  -1.69  0.00
H  3.69  2.54  -0.37  0.00
H  1.88  5.99  -1.62  0.00
H  2.54  6.13  0.02  0.00
H  0.79  6.29  -0.25  0.00
H  0.42  3.65  2.01  0.00
H  2.18  3.23  2.04  0.00

---

The following is a quantum chemistry calculation of the molecule C19H22F2N2O4, from the Open Molecules 2025 dataset.

Properties
Orbital gap (Eh): 0.35162
Highest occupied orbital energy (eV): -8.8
LUMO (eV): 0.74
Structure (SMILES): CCCN(C[C@@H]1CCCO1)C(=O)c1cc(COc2ccc(F)cc2F)on1
Energy above the lowest of the compared OMol25 structures with the same formula, charge and spin (eV): 0.350
Total charge: 0

Each line ends with the natural charge from an NBO analysis.
Cartesian coordinates (Å):
C  3.04  0.36  5.41  -0.60
C  2.24  0.23  4.13  -0.41
C  2.65  -1.04  3.37  -0.21
N  1.93  -1.25  2.12  -0.43
C  2.62  -1.13  0.85  -0.25
C  2.26  0.15  0.06  0.09
C  2.94  1.42  0.61  -0.44
C  1.80  2.44  0.70  -0.43
C  0.59  1.52  0.88  -0.07
O  0.86  0.40  0.06  -0.54
C  0.64  -1.63  2.22  0.66
O  0.05  -1.70  3.29  -0.61
C  -0.10  -1.95  0.96  0.08
C  -1.41  -1.51  0.66  -0.30
C  -1.68  -2.09  -0.54  0.27
C  -2.82  -1.98  -1.50  -0.11
O  -2.48  -1.12  -2.58  -0.49
C  -2.19  0.18  -2.32  0.28
C  -2.66  0.92  -1.23  -0.27
C  -2.34  2.25  -1.08  -0.29
C  -1.53  2.87  -2.02  0.39
F  -1.19  4.16  -1.86  -0.32
C  -1.04  2.18  -3.12  -0.33
C  -1.38  0.85  -3.25  0.36
F  -0.92  0.17  -4.31  -0.31
O  -0.63  -2.84  -0.91  -0.26
N  0.34  -2.74  0.02  -0.12
H  4.11  0.43  5.20  0.20
H  2.75  1.26  5.95  0.21
H  2.87  -0.49  6.06  0.21
H  1.18  0.17  4.36  0.23
H  2.41  1.11  3.50  0.19
H  2.43  -1.90  4.02  0.22
H  3.72  -1.03  3.16  0.19
H  2.35  -2.00  0.24  0.24
H  3.69  -1.15  1.03  0.21
H  2.54  -0.03  -0.98  0.19
H  3.75  1.76  -0.05  0.22
H  3.37  1.22  1.59  0.20
H  1.92  3.13  1.53  0.22
H  1.71  3.00  -0.23  0.21
H  -0.34  1.96  0.52  0.20
H  0.48  1.22  1.93  0.17
H  -2.02  -0.86  1.26  0.24
H  -3.73  -1.64  -0.99  0.19
H  -3.00  -2.94  -1.98  0.23
H  -3.30  0.45  -0.50  0.22
H  -2.72  2.82  -0.25  0.23
H  -0.41  2.66  -3.85  0.25

---

Number 1: total energy -2973.9328 eV, F_max 0.3332 hartree/bohr. Number 2: total energy -77316.3344 eV, F_max 0.2200 hartree/bohr. Number 3: total energy -27792.0053 eV, F_max 0.0412 hartree/bohr. Number 4: total energy -7256.5320 eV, F_max 0.0460 hartree/bohr. Number 5: total energy -10988.5483 eV, F_max 0.0461 hartree/bohr. Number 6: total energy -161119.9636 eV, F_max 0.0642 hartree/bohr. Number 7: total energy -36663.3802 eV, F_max 0.0230 hartree/bohr.